Record 1
ORCA calculation (wB97M-V/def2-TZVPD) on one molecule with the formula C5H8O2 in a non-equilibrium geometry.

## Properties
Orbital gap, eV: 8.9247
Structure (SMILES): C1COC2(CC2)O1
Multiplicity: 1
Highest occupied orbital energy, Eh: -0.292
Charge: 0
Maximum force, eV/A: 7.13
Energy, hartree: -345.6429

The geometry in XYZ format:
```
15
Properties=species:S:1:pos:R:3:forces:R:3:nbo_charge:R:1
C -1.706149 0.805440 -0.031705 0.5 1.2 0.7 -0.108
C -1.666056 -0.761938 0.107897 -0.3 1.7 -3.6 -0.093
C 0.449074 -0.133290 -0.137673 5.6 3.8 2.1 0.523
C 1.757319 -0.061191 0.774146 -1.5 -3.2 5.3 -0.477
C 1.902590 0.157210 -0.605828 1.3 -1.1 -4.3 -0.457
H -2.389284 1.232149 0.870390 2.2 -0.7 -1.8 0.191
H -2.114987 1.330603 -0.973951 0.7 -1.4 1.2 0.199
H -2.364151 -1.244496 -0.595337 0.3 0.1 0.2 0.194
H -1.953156 -0.982234 1.060909 -0.3 -0.9 2.8 0.176
H 2.213124 -1.185735 0.941567 -1.4 3.0 0.6 0.200
H 1.677560 0.676212 1.702519 0.7 -1.5 -2.4 0.231
H 2.210777 1.111251 -1.007719 -0.6 0.4 -0.2 0.223
H 2.617446 -0.643788 -1.041843 -1.7 1.3 0.2 0.216
O -0.343597 -1.177565 -0.223995 -1.8 -1.4 -0.7 -0.485
O -0.196152 1.136147 0.024299 -3.6 -1.3 -0.2 -0.533
```
Forces are in eV/Å.

Record 2
ORCA calculation (wB97M-V/def2-TZVPD) on C37H28AuO2PS4 as an isolated structure.

## Properties
<S²>: 2.040
Orbital gap (spin up / spin down), eV: 5.2834 / 5.1332
Multiplicity: 3
Highest occupied orbital energy (spin up / spin down), Eh: -0.037 / -0.049
Charge: -2
Maximum force, eV/A: 0.75
Energy, hartree: -3646.9985

The geometry in XYZ format:
```
73
Properties=species:S:1:pos:R:3:forces:R:3:nbo_charge:R:1
Au 0.000719 -2.069713 2.041800 0.2 -0.3 0.2 0.924
O -2.225985 -1.811944 8.617518 0.0 -0.1 0.0 -0.635
C -1.850175 -1.901272 7.464754 0.0 0.3 0.1 0.166
S -0.161451 -1.961408 6.979695 0.0 -0.1 0.0 0.303
C -0.415885 -2.029745 5.240263 0.2 0.0 -0.1 -0.417
C -1.691055 -1.986790 4.819469 -0.1 0.0 -0.2 -0.423
S -2.229185 -1.991466 3.158128 0.0 -0.1 0.0 -0.319
S -2.924713 -1.890055 6.071189 0.0 -0.1 0.0 0.299
S 1.003348 -2.140166 4.228409 -0.2 0.2 0.0 -0.299
C -2.745591 4.407612 0.069138 0.1 0.0 0.0 -0.239
C -2.978887 3.101498 -0.333227 0.0 0.0 0.0 -0.244
C -2.090293 2.092486 0.030760 0.0 0.0 0.0 -0.150
C -0.954185 2.357106 0.791689 0.1 0.0 -0.1 -0.321
C -0.742326 3.678729 1.192518 0.0 0.0 0.1 -0.208
C -1.620933 4.692469 0.839697 0.0 0.0 0.0 -0.230
P 0.225372 0.883307 1.071546 -0.4 0.6 -0.1 0.943
C 1.464410 1.523352 -0.135845 0.2 -0.1 0.1 -0.296
C 2.493400 2.422742 0.136000 -0.1 0.1 0.0 -0.228
C 3.400805 2.791183 -0.850416 0.0 0.0 0.0 -0.228
C 3.298605 2.264112 -2.131471 0.0 0.0 0.1 -0.230
C 2.274586 1.369743 -2.417413 0.0 0.0 0.0 -0.239
C 1.371084 1.006375 -1.428988 0.0 -0.1 0.0 -0.144
C 0.773146 1.373923 2.759939 0.1 -0.1 -0.1 -0.349
C -0.229768 1.583983 3.708109 0.0 0.0 0.0 -0.201
C 0.078668 1.791802 5.043715 0.0 0.0 0.0 -0.221
C 1.403550 1.811467 5.459548 0.0 0.0 0.0 -0.229
C 2.409188 1.592918 4.529060 -0.1 0.0 0.0 -0.230
C 2.094565 1.355758 3.196919 0.1 0.0 0.0 -0.134
H -3.433309 5.198182 -0.208857 0.0 0.0 0.0 0.192
H -3.854245 2.862827 -0.926597 0.0 0.0 0.0 0.198
H -2.281075 1.068899 -0.277799 0.0 0.0 0.0 0.211
H 0.125342 3.914474 1.800693 0.0 0.0 0.0 0.210
H -1.431163 5.710152 1.163490 0.0 0.0 0.0 0.193
H 2.586444 2.847817 1.127576 0.0 0.0 0.0 0.215
H 4.194840 3.490999 -0.613584 0.0 0.0 0.0 0.192
H 4.017139 2.537364 -2.895503 0.0 0.0 0.0 0.191
H 2.190880 0.930864 -3.405406 0.0 0.0 0.0 0.208
H 0.593912 0.280376 -1.650834 0.0 0.0 0.0 0.218
H -1.269981 1.535179 3.404934 0.0 0.0 0.0 0.223
H -0.721202 1.911068 5.764967 0.0 0.0 0.0 0.205
H 1.645181 1.956544 6.505965 0.0 0.0 0.0 0.196
H 3.445164 1.560400 4.846576 0.0 0.0 0.0 0.192
H 2.873959 1.090680 2.496812 0.0 0.0 0.0 0.220
C 2.760790 -1.368514 0.478663 -0.2 0.1 0.0 -0.225
O 1.852368 -0.829487 1.374685 0.2 -0.3 0.1 -0.900
H 3.218603 -2.297490 0.860655 0.0 0.0 0.0 0.138
H 3.583609 -0.656308 0.282133 0.0 0.0 0.0 0.133
H 2.316578 -1.613775 -0.500830 0.0 0.0 0.0 0.140
C -0.439773 -2.467638 0.078878 0.1 0.3 -0.2 -0.246
C -0.517867 -2.447187 -1.154328 -0.2 -0.2 0.3 -0.278
C -0.719722 -2.351009 -2.519173 0.0 0.1 -0.3 -0.117
C 0.456366 -2.301662 -3.400671 -0.2 0.0 0.1 -0.057
C 1.666640 -2.866788 -2.972280 0.1 0.0 0.0 -0.198
C 2.811802 -2.783152 -3.745515 -0.1 0.0 0.0 -0.200
C 2.792145 -2.125608 -4.971256 0.0 0.0 0.0 -0.251
C 1.607793 -1.541225 -5.401870 0.0 0.0 0.1 -0.246
C 0.458428 -1.625142 -4.629011 0.0 0.0 -0.1 -0.169
C -2.095234 -2.220693 -3.023295 0.2 0.0 0.1 0.044
C -3.106017 -1.757182 -2.167558 -0.1 0.0 0.0 -0.219
C -4.416395 -1.644195 -2.599776 0.1 0.0 0.0 -0.202
C -4.768872 -2.000768 -3.897781 0.0 0.0 0.0 -0.252
C -3.785607 -2.485870 -4.750872 0.0 0.0 0.0 -0.229
C -2.470943 -2.595599 -4.320966 0.0 0.0 -0.1 -0.236
H 1.689197 -3.355419 -2.005971 0.0 0.0 0.0 0.240
H 3.731538 -3.224164 -3.379812 0.0 0.0 0.0 0.203
H 3.691069 -2.052916 -5.571186 0.0 0.0 0.0 0.196
H 1.579831 -0.996823 -6.338869 0.0 0.0 0.0 0.196
H -0.440522 -1.122619 -4.960357 0.0 0.0 0.0 0.205
H -2.834115 -1.494133 -1.152082 0.0 0.0 0.0 0.244
H -5.169450 -1.276247 -1.913005 0.0 0.0 0.0 0.205
H -5.794506 -1.911655 -4.234761 0.0 0.0 0.0 0.195
H -4.043454 -2.792181 -5.758555 0.0 0.0 0.0 0.194
H -1.727175 -3.008380 -4.990167 0.0 0.0 0.0 0.208
```
Forces are in eV/Å.

Record 3
ORCA calculation (wB97M-V/def2-TZVPD) on a 2-piece molecular cluster, C2H2ClF2I overall in a non-equilibrium geometry.

## Properties
Orbital gap (spin up / spin down), eV: 8.6690 / 7.8377
Multiplicity: 1
Highest occupied orbital energy (spin up / spin down), Eh: -0.316 / -0.314
Charge: 0
Maximum force, eV/A: 1.48
Energy, hartree: -1034.8790

The geometry in XYZ format:
```
8
Properties=species:S:1:pos:R:3:forces:R:3:nbo_charge:R:1
C 0.236997 0.358464 -0.174317 -0.4 0.0 1.4 0.111
C 0.417958 1.103201 2.456421 0.6 -0.2 -1.1 0.081
F 0.793262 1.384424 -0.777302 0.3 0.4 -0.3 -0.318
F 0.460401 -0.025708 3.162610 -0.1 0.1 0.0 -0.347
Cl -0.889257 2.119585 2.904318 -0.1 0.0 0.1 0.025
I 2.327330 2.040262 2.315144 -0.4 -0.2 0.1 0.140
H 0.851453 -0.513246 -0.052454 0.2 -0.2 -0.1 0.154
H -0.839136 0.338905 -0.165108 -0.1 0.0 -0.1 0.154
```
Forces are in eV/Å.

Record 4
ORCA calculation (wB97M-V/def2-TZVPD) on a 9-piece molecular cluster, C35H52BrO17 overall.

## Properties
Orbital gap, eV: 2.6068
Multiplicity: 1
Highest occupied orbital energy, Eh: -0.056
Charge: -1
Maximum force, eV/A: 0.82
Energy, hartree: -5218.0236

The geometry in XYZ format:
```
105
Properties=species:S:1:pos:R:3:forces:R:3:mulliken_charge:R:1
C -7.509736 -4.741064 0.428672 0.1 0.0 -0.5 -0.804
C -6.146263 -4.552702 1.099467 -0.8 0.2 0.0 -0.062
C -5.148792 -4.598656 0.007958 0.2 -0.4 0.4 0.327
O -4.437710 -5.491599 -0.311766 0.0 0.2 -0.2 -0.555
Br -5.040301 -2.902416 -1.069837 0.1 0.2 -0.1 -0.371
H -8.298300 -4.745352 1.178271 0.0 0.0 0.0 -0.061
H -7.514516 -5.666631 -0.158949 0.0 -0.1 0.2 0.175
H -6.129695 -3.550838 1.539305 0.1 -0.1 0.1 0.194
H -5.864925 -5.310804 1.851414 0.4 0.1 0.0 0.240
O -0.076950 -9.208672 2.434492 0.0 0.0 0.1 -0.622
C -0.553919 -8.146340 2.145269 0.1 -0.1 -0.2 0.341
O -1.774356 -7.759445 2.563423 0.1 0.1 0.0 -0.380
C -2.120990 -6.482725 1.976673 -0.1 0.1 -0.2 -0.559
C -0.794111 -5.846069 1.599185 0.0 -0.1 0.0 0.232
C 0.052661 -7.069324 1.260439 -0.1 0.3 0.2 -0.145
H -2.753999 -6.654911 1.105928 -0.1 -0.1 0.0 0.201
H -2.679618 -5.900833 2.704861 0.0 -0.1 0.1 0.306
H -0.894323 -5.123770 0.789231 -0.1 0.0 0.0 0.322
H -0.363555 -5.338006 2.455827 0.0 0.0 0.0 -0.133
H -0.060314 -7.381572 0.220118 0.0 -0.1 0.0 0.022
H 1.106505 -6.934139 1.491463 0.0 -0.1 -0.1 0.330
O 1.318169 -3.886398 2.842726 0.2 0.2 0.1 -0.628
C 0.702322 -2.899943 2.552862 -0.1 -0.1 -0.2 0.515
O -0.534462 -2.668805 3.045285 0.0 0.0 0.1 -0.361
C -1.104418 -1.490878 2.443490 -0.1 0.1 -0.1 -0.468
C 0.089947 -0.683403 1.950142 0.1 0.0 0.0 -0.214
C 1.085871 -1.788158 1.598559 -0.2 0.3 0.2 0.275
H -1.758958 -1.803896 1.627944 0.0 0.0 0.0 0.255
H -1.697492 -0.971340 3.191936 0.0 -0.1 0.1 0.303
H -0.157068 -0.025067 1.119375 0.0 -0.1 0.0 0.088
H 0.488338 -0.070242 2.761351 0.0 0.0 0.0 0.316
H 0.938943 -2.144550 0.576515 0.1 0.0 0.0 -0.350
H 2.121325 -1.492904 1.747322 0.1 -0.2 -0.1 0.313
O 0.753243 -1.917792 -1.801391 0.1 0.2 0.2 -0.693
C 0.069870 -0.955099 -2.025670 -0.1 -0.2 -0.1 0.589
O -1.139154 -0.803292 -1.451483 0.0 0.0 0.1 -0.224
C -1.791928 0.375131 -1.965675 0.0 0.2 -0.1 -0.529
C -0.654040 1.249378 -2.484793 -0.2 0.0 -0.1 -0.266
C 0.357157 0.205495 -2.948946 -0.1 0.3 0.2 -0.329
H -2.488544 0.066401 -2.747335 0.0 -0.1 0.0 0.297
H -2.357381 0.836985 -1.160224 0.0 -0.1 0.1 0.344
H -0.967445 1.937984 -3.268315 -0.1 -0.1 0.0 0.433
H -0.231891 1.828096 -1.667039 -0.1 -0.1 -0.2 0.112
H 0.182876 -0.118810 -3.977169 0.0 -0.1 0.0 0.330
H 1.385725 0.533082 -2.837791 0.1 -0.1 -0.1 0.036
O 1.662683 2.162016 -0.917301 0.4 0.2 0.2 -0.650
C 2.854535 2.016122 -0.891162 -0.2 -0.1 0.2 0.505
O 3.563318 1.769837 -2.010175 0.1 0.0 -0.1 -0.405
C 4.948080 1.527140 -1.681488 0.2 0.0 0.0 -0.502
C 5.151886 2.190852 -0.328120 -0.1 0.1 0.2 0.014
C 3.772690 2.029653 0.312597 0.3 0.1 -0.2 -0.301
H 5.105059 0.446737 -1.653626 0.0 0.0 0.0 0.289
H 5.569825 1.955559 -2.463738 -0.1 0.0 -0.1 0.335
H 5.965051 1.748960 0.245121 0.0 -0.1 0.0 0.416
H 5.367624 3.249813 -0.480502 0.0 -0.3 0.1 -0.187
H 3.661909 1.079044 0.838840 -0.1 0.0 0.0 0.140
H 3.508904 2.848189 0.976679 -0.1 -0.1 0.1 0.358
O 6.112889 4.888012 -1.494312 0.1 0.3 -0.1 -0.676
C 5.334417 5.791205 -1.632708 0.1 -0.1 -0.2 0.608
O 4.146045 5.805736 -0.999015 -0.1 0.0 0.0 -0.363
C 3.365263 6.943941 -1.419981 -0.1 0.2 0.0 -0.605
C 4.384745 7.940714 -1.953049 0.1 0.0 -0.1 0.383
C 5.468853 7.018657 -2.510399 -0.2 0.2 0.3 -0.633
H 2.661957 6.610232 -2.185347 0.0 0.0 0.0 0.300
H 2.806210 7.319645 -0.567431 0.1 -0.1 0.1 0.363
H 3.966794 8.630753 -2.683085 -0.1 -0.1 0.0 0.433
H 4.789381 8.523099 -1.129913 -0.1 0.0 0.0 -0.486
H 5.276848 6.725211 -3.543898 0.1 0.0 0.0 0.304
H 6.469965 7.433112 -2.429421 0.1 -0.1 -0.1 0.318
O 1.334343 -7.062579 -5.218160 0.0 0.0 0.0 -0.613
C 1.049183 -6.405250 -4.257616 0.2 -0.1 0.0 0.463
O 0.544040 -5.158339 -4.354891 -0.1 0.0 0.0 -0.384
C 0.402593 -4.567744 -3.041463 -0.1 -0.1 0.1 -0.421
C 0.333091 -5.749638 -2.084803 0.0 -0.1 0.0 0.155
C 1.212301 -6.778466 -2.794081 -0.4 0.2 0.1 -0.543
H 1.265233 -3.934027 -2.855297 0.0 0.0 0.0 0.198
H -0.494988 -3.957698 -3.022153 0.0 0.0 -0.1 0.253
H 0.659253 -5.497302 -1.078273 0.1 0.1 0.0 0.014
H -0.692055 -6.119570 -2.024575 0.0 0.0 0.0 0.226
H 2.265908 -6.672503 -2.529590 0.0 -0.1 0.0 0.316
H 0.895724 -7.804379 -2.627350 0.2 -0.1 -0.1 0.335
O 4.177834 10.340936 0.659100 0.0 0.0 -0.1 -0.569
C 5.332429 10.268686 0.958901 -0.2 0.1 0.2 0.512
O 6.055389 9.135864 0.770539 0.1 0.0 0.0 -0.354
C 7.380170 9.293374 1.312166 0.1 0.0 0.0 -0.420
C 7.614981 10.798706 1.358569 -0.1 0.1 0.0 -0.513
C 6.202785 11.329226 1.604815 0.3 -0.1 -0.2 -0.434
H 7.400773 8.838378 2.304011 0.0 0.0 0.0 0.258
H 8.083335 8.770356 0.669109 -0.1 -0.1 0.0 0.323
H 8.342235 11.092831 2.111923 0.0 0.0 0.0 0.343
H 7.974072 11.146802 0.389269 0.0 0.0 0.0 0.261
H 5.956508 11.373595 2.666594 -0.1 0.0 0.0 0.261
H 6.021408 12.297406 1.147620 -0.2 0.0 0.1 0.302
O -9.801928 -4.116664 3.473246 0.1 0.0 0.0 -0.583
C -9.889781 -3.052132 2.936892 -0.1 0.1 0.1 0.478
O -8.893351 -2.486768 2.227607 0.0 0.0 0.3 -0.271
C -9.255879 -1.174577 1.801034 0.0 0.1 -0.2 -0.421
C -10.779830 -1.151331 1.816171 -0.1 0.0 0.1 -0.552
C -11.088022 -2.110367 2.963259 0.0 0.1 -0.4 -0.421
H -8.824859 -0.449784 2.498745 0.0 0.0 0.0 0.245
H -8.833560 -1.010395 0.812352 0.1 -0.1 0.0 0.311
H -11.192568 -0.150776 1.940197 0.1 0.0 0.0 0.327
H -11.161845 -1.562225 0.881055 0.0 0.0 0.0 0.287
H -11.107792 -1.606073 3.931075 0.0 0.0 0.0 0.246
H -12.009853 -2.667922 2.822316 0.0 -0.1 0.2 0.285
```
Forces are in eV/Å.

> Which formula does entry 1 have?

C5H8O2